C5H6O4Sr | ωB97M-V/def2-TZVPD

```
! wB97M-V def2-TZVPD RIJCOSX def2/J DEFGRID3
* xyz 0 1
O -1.04 -1.06 -2.25
C -2.84 -1.23 -1.98
O -2.75 -1.24 -0.77
O -0.28 -0.78 2.20
C 0.62 0.27 2.17
C 1.51 0.21 0.93
O 0.65 -0.08 -0.18
C 0.24 0.71 -1.21
C -0.42 0.15 -2.23
Sr -1.04 -1.51 0.54
H 1.30 0.27 3.04
H 0.10 1.25 2.18
H 2.17 -0.67 0.98
H 2.07 1.14 0.74
H 0.39 1.78 -1.08
H -0.67 0.79 -3.08
*
```

The value obtained for the LUMO energy is -0.329 eV. For the HOMO energy, the calculation gives -7.59 eV. As for the HOMO-LUMO gap: 7.26 eV.

***

C5H6O5Zn | ωB97M-V/def2-TZVPD

```
! wB97M-V def2-TZVPD RIJCOSX def2/J DEFGRID3
* xyz 0 1
H -2.63 0.13 0.56
O 0.76 2.32 -1.51
C -1.96 0.38 1.39
C 0.19 3.35 -1.62
H -2.42 0.25 2.37
H 1.04 -2.67 -1.48
C 1.27 -1.85 -0.77
C 0.04 -1.68 0.13
O 0.31 -0.54 0.95
C -0.51 0.54 1.33
O -0.32 4.31 -1.01
O 0.32 1.54 1.26
Zn 1.22 0.80 -0.33
O 1.60 -0.66 -1.41
H 2.11 -2.21 -0.14
H -0.14 -2.56 0.76
H -0.86 -1.46 -0.47
*
```

The value obtained for the LUMO energy (spin up / spin down) is -2.477 / -2.477 eV. For the HOMO energy (spin up / spin down), the calculation gives -6.50 / -6.50 eV. As for the HOMO-LUMO gap (spin up / spin down): 4.02 / 4.03 eV.

***

C5H6OS | ωB97M-V/def2-TZVPD

```
! wB97M-V def2-TZVPD RIJCOSX def2/J DEFGRID3
* xyz 0 1
C 0.79 -1.03 0.44
C 0.70 0.50 0.74
C -0.05 -0.83 -0.74
C -1.32 -0.25 -0.21
C -0.81 0.67 0.87
H 1.88 -1.18 0.18
H 0.42 -1.67 1.19
H 1.41 1.06 1.44
H 0.08 -1.68 -1.46
H -2.23 -0.13 -0.82
H -1.21 1.71 1.07
O -1.51 -0.54 1.19
S 0.99 0.74 -1.11
*
```

The value obtained for the LUMO energy is 0.716 eV. For the HOMO energy, the calculation gives -8.77 eV. As for the energy above the lowest of the compared OMol25 structures with the same formula, charge and spin: 2.6418 eV. As for the HOMO-LUMO gap: 9.48 eV.

***

C5H6OS | ωB97M-V/def2-TZVPD

```
! wB97M-V def2-TZVPD RIJCOSX def2/J DEFGRID3
* xyz 0 1
C 0.54 0.15 -0.12
C -0.19 1.47 0.09
C -1.57 0.58 0.20
C -1.28 -0.72 1.00
C -0.51 -0.96 -0.29
H 0.06 1.98 -0.80
H 0.14 1.93 1.01
H -2.58 1.13 0.34
H -0.68 -0.64 1.96
H -2.22 -1.22 1.05
H -0.15 -1.86 -0.62
O -1.44 -0.23 -1.08
S 2.18 -0.16 0.03
*
```

The value obtained for the LUMO energy is -0.117 eV. For the HOMO energy, the calculation gives -8.49 eV. As for the energy above the lowest of the compared OMol25 structures with the same formula, charge and spin: 2.8067 eV. As for the HOMO-LUMO gap: 8.37 eV.

***

C5H6OSi | ωB97M-V/def2-TZVPD

```
! wB97M-V def2-TZVPD RIJCOSX def2/J DEFGRID3
* xyz 0 1
C -1.93 -0.94 -0.48
C -0.71 1.41 -0.69
C -0.77 1.23 0.83
C -1.27 0.19 -0.07
C 0.25 0.60 0.04
O -2.51 -1.72 0.25
Si 2.45 -0.82 0.38
H -1.82 -1.15 -1.67
H -0.87 2.16 -1.45
H -1.01 1.78 1.68
H 2.82 -0.67 1.77
H 3.09 0.09 -0.52
H 2.28 -2.16 -0.07
*
```

The value obtained for the LUMO energy is -0.627 eV. For the HOMO energy, the calculation gives -8.18 eV. As for the energy above the lowest of the compared OMol25 structures with the same formula, charge and spin: 3.9251 eV. As for the HOMO-LUMO gap: 7.56 eV.

***

C5H6S | ωB97M-V/def2-TZVPD

```
! wB97M-V def2-TZVPD RIJCOSX def2/J DEFGRID3
* xyz 0 1
C 2.56 0.04 -0.53
C 1.46 0.59 -0.13
C -2.32 -0.97 0.84
C -2.31 0.15 0.22
C 0.44 1.02 0.52
S -2.36 1.55 -0.47
H 3.49 0.59 -0.22
H -1.35 -1.55 0.84
H -3.25 -1.71 1.07
H 2.48 -0.39 -1.53
H 0.03 2.09 0.41
H -0.14 0.50 1.27
*
```

The value obtained for the LUMO energy is -0.311 eV. For the HOMO energy, the calculation gives -8.75 eV. As for the energy above the lowest of the compared OMol25 structures with the same formula, charge and spin: 3.6012 eV. As for the HOMO-LUMO gap: 8.44 eV.

***

C5H6S | ωB97M-V/def2-TZVPD

```
! wB97M-V def2-TZVPD RIJCOSX def2/J DEFGRID3
* xyz 0 1
C -0.19 0.57 0.41
C 0.05 -0.59 -0.39
C 0.81 1.65 0.20
C -0.92 -1.70 -0.14
C 1.31 -0.35 -1.30
S 2.14 1.11 -0.88
H -1.03 0.54 1.13
H 0.46 2.57 -0.27
H 1.38 1.67 1.13
H -1.24 -1.61 0.89
H -0.93 -2.58 -0.75
H 1.72 -1.03 -1.95
*
```

The value obtained for the LUMO energy (spin up / spin down) is 0.099 / -0.304 eV. For the HOMO energy (spin up / spin down), the calculation gives -7.67 / -6.54 eV. As for the energy above the lowest of the compared OMol25 structures with the same formula, charge and spin: 3.2535 eV. As for the HOMO-LUMO gap (spin up / spin down): 7.77 / 6.24 eV.

***

C5H6S2 | ωB97M-V/def2-TZVPD

```
! wB97M-V def2-TZVPD RIJCOSX def2/J DEFGRID3
* xyz 0 1
C 0.88 -1.04 0.59
C 0.59 1.72 0.34
C -0.71 1.66 0.21
C -1.08 -0.88 -0.96
C 0.06 -1.41 -0.62
H 1.61 -1.79 0.84
H 0.20 -0.88 1.43
H 1.04 2.68 0.62
H -1.31 2.54 0.42
H -1.63 -1.28 -1.83
H 0.39 -2.24 -1.26
S 1.87 0.51 0.33
S -1.90 0.41 -0.12
*
```

The value obtained for the LUMO energy is 0.774 eV. For the HOMO energy, the calculation gives -7.78 eV. As for the energy above the lowest of the compared OMol25 structures with the same formula, charge and spin: 0.6313 eV. As for the HOMO-LUMO gap: 8.55 eV.

***

C5H71FN2O33S | ωB97M-V/def2-TZVPD

```
! wB97M-V def2-TZVPD RIJCOSX def2/J DEFGRID3
* xyz 0 1
C -1.93 1.81 -2.38
C -0.67 1.33 -1.67
N -0.89 0.41 -0.53
N -1.55 0.95 0.59
C -3.01 0.89 0.60
C -0.93 2.05 1.17
C 0.54 1.92 1.45
O -1.54 3.07 1.44
S -1.30 -1.12 -0.90
O -1.30 -1.88 0.30
O -0.43 -1.63 -1.89
F -2.73 -1.19 -1.55
H -2.50 2.54 -1.82
H -2.57 0.98 -2.70
H -1.62 2.30 -3.30
H -0.06 0.78 -2.39
H -0.06 2.19 -1.39
H -3.51 1.11 -0.34
H -3.31 -0.11 0.92
H -3.41 1.57 1.35
H 0.74 1.98 2.52
H 0.94 0.99 1.05
H 1.04 2.73 0.93
O -0.76 -1.13 3.15
H 0.00 -1.68 3.39
H -0.95 -1.38 2.24
O -5.11 1.83 -1.64
H -5.57 1.75 -2.48
H -5.83 1.86 -0.99
O 3.21 3.09 0.65
H 3.73 3.00 1.46
H 3.79 3.57 0.05
O 0.55 -0.70 -4.76
H 0.97 -1.40 -5.28
H 0.65 -1.00 -3.86
O -1.98 -3.98 2.62
H -1.35 -3.50 3.17
H -2.16 -3.38 1.89
O -4.98 -5.05 3.22
H -4.03 -4.88 3.20
H -5.37 -4.18 3.33
O 4.95 1.06 -0.93
H 4.42 1.71 -0.45
H 5.00 0.31 -0.34
O -2.46 -3.41 -3.76
H -2.79 -4.13 -3.21
H -2.42 -2.66 -3.16
O 0.48 -5.52 3.62
H 0.13 -5.60 2.72
H -0.31 -5.43 4.16
O 3.59 3.95 -2.08
H 4.16 4.15 -2.83
H 2.88 3.41 -2.44
O -5.28 -1.24 0.82
H -5.45 -1.93 1.47
H -5.10 -1.71 0.00
O 2.77 -2.46 -3.33
H 2.46 -2.22 -2.45
H 2.55 -3.39 -3.40
O -7.15 -2.92 2.67
H -7.53 -2.98 1.79
H -7.91 -2.84 3.25
O 4.90 -4.42 -2.47
H 5.55 -3.94 -1.96
H 4.63 -3.81 -3.17
O 6.22 3.66 -0.37
H 6.88 4.32 -0.12
H 6.57 3.27 -1.18
O -1.10 -7.31 1.27
H -0.69 -7.87 1.94
H -2.00 -7.65 1.20
O 7.49 -4.97 -0.58
H 7.38 -5.69 0.07
H 7.66 -5.43 -1.41
O 6.42 -7.56 0.69
H 6.02 -7.62 -0.18
H 5.68 -7.51 1.29
O -0.87 4.51 -1.09
H -1.32 4.23 -0.28
H -0.56 5.40 -0.90
O 3.85 0.34 1.54
H 3.33 0.99 2.02
H 3.90 -0.42 2.14
O 4.36 6.41 0.49
H 5.11 5.82 0.66
H 4.11 6.19 -0.42
O 6.56 8.35 1.36
H 7.13 8.59 0.62
H 5.88 7.78 0.97
O -5.30 -1.94 -3.98
H -4.51 -2.46 -3.79
H -5.53 -2.18 -4.88
O 3.58 5.75 3.42
H 4.24 6.20 3.96
H 3.38 6.38 2.72
O -1.88 -6.82 4.51
H -2.22 -6.89 3.61
H -2.67 -6.72 5.05
O -0.79 -4.20 -6.42
H -1.15 -3.95 -5.56
H -1.00 -5.14 -6.50
O 8.06 10.09 3.24
H 8.65 10.36 2.53
H 7.41 9.52 2.81
O -4.46 4.10 2.39
H -4.24 4.49 3.24
H -3.62 3.79 2.04
O -7.76 2.22 -2.61
H -8.21 2.14 -3.45
H -8.46 2.24 -1.95
O -6.49 1.68 1.50
H -6.10 0.80 1.47
H -5.74 2.29 1.57
*
```

The value obtained for the LUMO energy is -0.202 eV. For the HOMO energy, the calculation gives -9.97 eV. As for the HOMO-LUMO gap: 9.77 eV.

***

C5H7BO | ωB97M-V/def2-TZVPD

```
! wB97M-V def2-TZVPD RIJCOSX def2/J DEFGRID3
* xyz 0 1
B 0.79 -1.14 -0.07
C -0.40 1.53 -0.28
C -0.95 0.74 0.64
C 0.78 1.21 -0.98
C -0.47 -0.68 0.81
C 1.26 -0.08 -1.06
O 1.26 -2.38 -0.14
H -1.19 -1.17 0.07
H -0.92 2.54 -0.32
H -1.74 1.12 1.21
H 1.21 2.11 -1.49
H -0.48 -1.15 1.79
H 2.23 -0.37 -1.48
H 1.01 -3.18 0.34
*
```

The value obtained for the LUMO energy is 0.516 eV. For the HOMO energy, the calculation gives -8.53 eV. As for the energy above the lowest of the compared OMol25 structures with the same formula, charge and spin: 0.0000 eV. As for the HOMO-LUMO gap: 9.05 eV.

***

C5H7BO4 | ωB97M-V/def2-TZVPD

```
! wB97M-V def2-TZVPD RIJCOSX def2/J DEFGRID3
* xyz 0 1
B 0.05 -2.54 1.02
C 1.42 0.65 -0.71
C 2.38 -0.35 -0.62
C 0.80 -1.41 0.34
C 0.30 0.04 -0.12
C -1.15 1.86 -0.31
O 2.06 -1.43 -0.04
O -1.26 -2.32 1.31
O 0.89 -3.64 1.23
O -0.99 0.54 0.06
H 1.32 1.55 -1.31
H 3.28 -0.32 -1.06
H -0.23 2.49 0.00
H -2.14 2.11 0.22
H -1.08 2.07 -1.39
H -1.65 -3.04 1.67
H 0.44 -4.41 1.30
*
```

The value obtained for the LUMO energy is 0.450 eV. For the HOMO energy, the calculation gives -7.70 eV. As for the energy above the lowest of the compared OMol25 structures with the same formula, charge and spin: 1.4646 eV. As for the HOMO-LUMO gap: 8.15 eV.

***

C5H7BrIN2S | ωB97M-V/def2-TZVPD

```
! wB97M-V def2-TZVPD RIJCOSX def2/J DEFGRID3
* xyz 1 1
C 0.06 1.20 -0.13
C -1.16 -0.86 -1.79
C -0.03 -0.03 -2.24
C 0.78 -0.17 1.66
C 0.01 -0.01 0.53
N 0.39 2.29 -0.48
N 1.12 -1.26 2.23
S -0.91 -1.39 -0.04
Br 1.73 -0.65 -2.22
I -2.54 1.55 2.99
H -2.01 -0.36 -1.72
H -1.47 -1.84 -2.19
H -0.43 0.88 -2.85
H 1.31 0.67 2.08
H 0.57 3.34 -0.58
H 0.72 -2.04 1.87
H 1.86 -1.31 2.88
*
```

The value obtained for the LUMO energy (spin up / spin down) is -5.064 / -6.119 eV. For the HOMO energy (spin up / spin down), the calculation gives -12.12 / -12.06 eV. As for the energy above the lowest of the compared OMol25 structures with the same formula, charge and spin: 1.4981 eV. As for the HOMO-LUMO gap (spin up / spin down): 7.05 / 5.94 eV.

***

C5H7BrN2 | ωB97M-V/def2-TZVPD

```
! wB97M-V def2-TZVPD RIJCOSX def2/J DEFGRID3
* xyz 0 3
C 1.60 0.12 0.98
C -0.65 -0.78 0.62
C 2.03 -0.66 0.04
C 0.31 -0.14 1.57
C -1.53 1.36 -1.69
N -1.07 -0.42 -0.53
N -0.71 0.61 -1.25
Br 3.73 -0.80 -0.56
H 2.03 1.12 1.23
H -0.82 -1.88 0.91
H 0.45 -0.79 2.52
H -0.02 0.96 1.90
H 1.20 -1.53 -0.29
H -1.41 2.03 -2.59
H -2.52 1.35 -1.30
*
```

The value obtained for the LUMO energy (spin up / spin down) is 1.032 / -2.662 eV. For the HOMO energy (spin up / spin down), the calculation gives -5.64 / -8.89 eV. As for the energy above the lowest of the compared OMol25 structures with the same formula, charge and spin: 2.9606 eV. As for the HOMO-LUMO gap (spin up / spin down): 6.67 / 6.23 eV.

***

C5H7BrN2O4 | ωB97M-V/def2-TZVPD

```
! wB97M-V def2-TZVPD RIJCOSX def2/J DEFGRID3
* xyz 0 1
C 1.02 1.21 0.03
C -0.37 1.00 -0.15
C -1.20 2.23 -0.47
C -1.05 -2.35 0.84
C 2.05 0.32 -0.04
N -1.07 -0.01 0.20
N 1.99 -0.93 -0.71
O -0.28 -1.21 0.49
O 1.07 -0.99 -1.55
O -2.23 -0.09 0.33
O 2.86 -1.74 -0.56
Br 3.86 0.72 0.35
H 1.23 2.29 0.24
H -2.27 1.90 -0.77
H -1.20 2.86 0.35
H -0.73 2.79 -1.30
H -1.52 -2.67 -0.07
H -1.86 -2.21 1.64
H -0.31 -3.12 1.13
*
```

The value obtained for the LUMO energy (spin up / spin down) is -1.067 / -1.067 eV. For the HOMO energy (spin up / spin down), the calculation gives -8.77 / -8.77 eV. As for the energy above the lowest of the compared OMol25 structures with the same formula, charge and spin: 5.9296 eV. As for the HOMO-LUMO gap (spin up / spin down): 7.70 / 7.70 eV.